Below is 18 unconnected molecules or ions with the total composition C58H161N9O27 in a non-equilibrium geometry, with properties calculated with ωB97M-V with the def2-TZVPD basis set.

Each line ends with the Löwdin charge.
Positions of all 255 atoms, in Å:
C (2.4679, -2.6056, -0.2659)  -0.11
O (1.3975, -1.9638, 0.4274)  -0.19
C (0.1801, -2.6983, 0.2526)  -0.21
C (-1.0204, -1.9958, 0.9842)  -0.16
N (-1.1688, -0.5479, 0.5054)  -0.04
C (-1.9419, 0.2914, 1.4079)  -0.23
C (-2.0265, 1.7272, 0.8901)  -0.22
O (-0.7213, 2.2889, 0.6779)  -0.18
C (-0.8163, 3.7113, 0.4978)  -0.10
H (3.2873, -1.8924, -0.3551)  0.08
H (2.2496, -2.8624, -1.3025)  0.09
H (2.9410, -3.4291, 0.2691)  0.08
H (0.2331, -3.6717, 0.7401)  0.12
H (-0.0938, -2.6990, -0.8025)  0.12
H (-0.6197, -2.0398, 1.9970)  0.10
H (-1.9797, -2.4903, 1.1366)  0.11
H (-0.2514, -0.1515, 0.3594)  0.09
H (-1.5535, 0.3464, 2.4248)  0.11
H (-2.9396, -0.1242, 1.5491)  0.12
H (-2.6454, 2.2022, 1.6513)  0.12
H (-2.5379, 1.6650, -0.0705)  0.12
H (0.0637, 4.1492, 0.0266)  0.08
H (-0.8956, 4.2575, 1.4377)  0.09
H (-1.5894, 4.0246, -0.2038)  0.08
C (-1.4636, 3.0332, 12.0501)  -0.09
O (-1.3578, 2.4222, 10.7318)  -0.20
C (-0.8618, 1.0894, 10.8051)  -0.22
C (-1.0651, 0.3839, 9.4672)  -0.24
N (-0.1425, 0.8595, 8.5195)  -0.06
C (-0.0697, -0.0365, 7.3597)  -0.20
C (0.7335, 0.6507, 6.3099)  -0.27
O (0.2166, 1.8753, 5.9306)  -0.18
C (1.0996, 2.7347, 5.3261)  -0.13
H (-0.5506, 3.0251, 12.6455)  0.08
H (-2.2583, 2.5076, 12.5794)  0.08
H (-1.6235, 4.1112, 12.0274)  0.08
H (-1.3406, 0.5827, 11.6430)  0.11
H (0.1877, 1.2261, 11.0657)  0.12
H (-2.0969, 0.4465, 9.1214)  0.12
H (-0.7985, -0.6592, 9.6374)  0.12
H (-0.1837, 1.8565, 8.3629)  0.12
H (-1.0005, -0.2190, 6.8226)  0.12
H (0.4098, -0.9784, 7.6260)  0.13
H (0.7646, 0.0618, 5.3932)  0.13
H (1.7481, 0.7323, 6.6998)  0.12
H (1.5110, 2.3156, 4.4079)  0.09
H (2.0080, 2.9298, 5.8961)  0.09
H (0.5978, 3.6714, 5.0835)  0.09
C (4.0424, 2.7825, 0.3307)  -0.08
O (4.6511, 3.4910, 1.4491)  -0.23
C (5.9132, 4.1045, 1.1650)  -0.21
C (6.1667, 5.1923, 2.2023)  -0.22
N (5.5534, 6.4642, 1.8983)  -0.07
C (4.0803, 6.5315, 2.0347)  -0.19
C (3.6167, 7.9971, 1.9412)  -0.17
O (2.1661, 8.0351, 1.5555)  -0.19
C (1.6504, 9.4004, 1.4524)  -0.11
H (3.5745, 3.4133, -0.4251)  0.08
H (3.2557, 2.1179, 0.6875)  0.08
H (4.8174, 2.1737, -0.1350)  0.08
H (5.9027, 4.4316, 0.1253)  0.12
H (6.5941, 3.2538, 1.1931)  0.12
H (7.2370, 5.3833, 2.1238)  0.11
H (6.0383, 4.7793, 3.2028)  0.12
H (6.0018, 7.1728, 2.4612)  0.10
H (3.7880, 6.0693, 2.9776)  0.12
H (3.6175, 5.9793, 1.2168)  0.11
H (4.2300, 8.4602, 1.1682)  0.11
H (3.8088, 8.5886, 2.8363)  0.11
H (1.8508, 9.9968, 2.3425)  0.07
H (0.5622, 9.4603, 1.4354)  0.08
H (1.9614, 10.0296, 0.6185)  0.08
C (6.7438, -4.9837, -5.5502)  -0.15
O (7.3917, -4.7704, -6.7870)  -0.21
C (6.4033, -4.4301, -7.8556)  -0.16
C (7.1053, -4.2636, -9.2470)  -0.18
N (8.0792, -3.1186, -9.2672)  -0.06
C (8.5639, -2.7693, -10.6060)  -0.21
C (9.7995, -3.5587, -11.1575)  -0.19
O (9.7002, -3.6822, -12.5992)  -0.21
C (10.8861, -4.2524, -13.1939)  -0.09
H (6.1947, -4.1066, -5.2077)  0.08
H (7.5815, -5.0715, -4.8584)  0.09
H (6.0414, -5.8096, -5.4380)  0.08
H (6.0539, -3.4558, -7.5140)  0.11
H (5.6255, -5.1937, -7.8632)  0.11
H (6.2022, -4.1159, -9.8392)  0.10
H (7.5973, -5.1807, -9.5709)  0.11
H (7.5636, -2.3074, -8.9571)  0.10
H (8.8463, -1.7178, -10.5532)  0.11
H (7.7312, -2.7136, -11.3072)  0.11
H (9.7781, -4.5600, -10.7273)  0.11
H (10.7494, -3.2063, -10.7555)  0.11
H (10.6481, -5.3158, -13.1658)  0.08
H (11.8070, -4.1208, -12.6259)  0.08
H (10.9170, -3.9333, -14.2357)  0.08
C (1.6977, 0.3377, -4.7879)  -0.10
O (0.6764, 1.2531, -5.2134)  -0.19
C (0.6199, 2.3338, -4.3047)  -0.23
C (-0.5575, 3.2731, -4.7077)  -0.17
N (-0.1456, 4.2880, -5.7251)  -0.07
C (0.2313, 3.6834, -7.0489)  -0.18
C (0.3253, 4.7800, -8.1128)  -0.22
O (-0.9343, 5.3882, -8.1916)  -0.18
C (-1.0346, 6.3913, -9.0760)  -0.16
H (1.6363, -0.0577, -3.7741)  0.08
H (2.6639, 0.8174, -4.9447)  0.09
H (1.5726, -0.5661, -5.3841)  0.09
H (1.5735, 2.8506, -4.1971)  0.11
H (0.4289, 2.1002, -3.2573)  0.11
H (-1.0034, 3.8173, -3.8752)  0.11
H (-1.3721, 2.7035, -5.1550)  0.11
H (-0.8819, 4.9548, -5.9073)  0.09
H (-0.5756, 3.0035, -7.3222)  0.11
H (1.1324, 3.0795, -6.9417)  0.11
H (0.5920, 4.2375, -9.0198)  0.12
H (1.1290, 5.4712, -7.8593)  0.12
H (-0.4349, 7.1441, -8.5643)  0.09
H (-2.0534, 6.7720, -9.1485)  0.09
H (-0.6687, 6.3718, -10.1026)  0.09
C (-6.6977, 12.4219, 1.9243)  -0.10
O (-5.7985, 11.3557, 1.6551)  -0.20
C (-6.2983, 10.0914, 1.2222)  -0.22
C (-5.1059, 9.1853, 0.8827)  -0.19
N (-5.4507, 7.7870, 0.5965)  -0.07
C (-6.0392, 7.4736, -0.6336)  -0.23
C (-6.1576, 5.9125, -0.7936)  -0.14
O (-6.8106, 5.1674, 0.3068)  -0.24
C (-7.0347, 3.7738, 0.1021)  -0.10
H (-7.4974, 12.4669, 1.1850)  0.08
H (-6.2916, 13.4211, 2.0813)  0.08
H (-7.0397, 12.1065, 2.9100)  0.08
H (-6.9438, 10.0946, 0.3438)  0.11
H (-6.9415, 9.6275, 1.9700)  0.11
H (-4.4340, 9.1794, 1.7409)  0.11
H (-4.4915, 9.6454, 0.1088)  0.12
H (-6.0767, 7.4658, 1.3211)  0.09
H (-5.4995, 7.9649, -1.4432)  0.12
H (-7.0226, 7.9392, -0.6990)  0.09
H (-5.1815, 5.4571, -0.9608)  0.11
H (-6.7473, 5.7861, -1.7015)  0.11
H (-7.7433, 3.5896, -0.7054)  0.08
H (-7.3016, 3.1767, 0.9740)  0.08
H (-6.0644, 3.3573, -0.1682)  0.08
C (-4.7034, 3.4911, 5.5620)  -0.12
O (-5.9667, 4.0781, 5.4181)  -0.18
C (-6.2480, 4.6872, 4.1589)  -0.21
C (-7.5253, 5.5042, 4.3371)  -0.19
N (-7.8669, 6.2923, 3.1068)  -0.05
C (-9.2570, 6.7422, 3.1152)  -0.20
C (-9.7734, 7.2046, 1.7155)  -0.21
O (-9.7379, 6.2209, 0.7085)  -0.20
C (-10.2292, 6.6239, -0.5522)  -0.10
H (-4.5407, 3.3149, 6.6253)  0.09
H (-3.8839, 4.1600, 5.2990)  0.08
H (-4.5270, 2.5748, 4.9986)  0.08
H (-6.3703, 4.0546, 3.2797)  0.11
H (-5.4820, 5.4336, 3.9487)  0.12
H (-7.4263, 6.1568, 5.2045)  0.12
H (-8.3201, 4.7934, 4.5632)  0.11
H (-7.7719, 5.6605, 2.3245)  0.07
H (-9.4235, 7.5071, 3.8736)  0.12
H (-9.8653, 5.9259, 3.5049)  0.10
H (-9.2639, 8.1336, 1.4593)  0.11
H (-10.8320, 7.4063, 1.8792)  0.11
H (-9.5192, 7.2480, -1.0949)  0.08
H (-11.2123, 7.0720, -0.4078)  0.09
H (-10.3104, 5.7730, -1.2286)  0.09
C (-6.4995, -11.0413, 0.1501)  -0.11
O (-6.1034, -9.6803, -0.1248)  -0.20
C (-7.1515, -8.9854, -0.8596)  -0.22
C (-6.6879, -7.5470, -1.1649)  -0.17
N (-5.7521, -7.6156, -2.3866)  -0.04
C (-4.9094, -6.3843, -2.3259)  -0.22
C (-3.8561, -6.3174, -3.4372)  -0.22
O (-3.0680, -7.4921, -3.3504)  -0.20
C (-1.8838, -7.4429, -4.1131)  -0.12
H (-5.6481, -11.5950, 0.5461)  0.09
H (-6.8384, -11.5745, -0.7381)  0.08
H (-7.3993, -11.0797, 0.7641)  0.08
H (-8.1133, -8.9899, -0.3468)  0.11
H (-7.3260, -9.5436, -1.7794)  0.11
H (-6.1849, -7.1202, -0.2972)  0.10
H (-7.5085, -6.8665, -1.3919)  0.11
H (-5.1631, -8.4353, -2.3500)  0.09
H (-4.3858, -6.3466, -1.3706)  0.11
H (-5.4833, -5.4601, -2.3945)  0.12
H (-3.2066, -5.4651, -3.2381)  0.12
H (-4.3785, -6.2147, -4.3883)  0.12
H (-1.5134, -8.4421, -4.3428)  0.09
H (-1.0725, -6.8884, -3.6414)  0.08
H (-2.0539, -6.9053, -5.0459)  0.08
C (3.4158, -14.2793, 4.6499)  -0.11
O (4.1656, -13.4367, 3.7835)  -0.21
C (4.4569, -12.1271, 4.2674)  -0.20
C (4.8983, -11.1564, 3.0924)  -0.12
N (3.7319, -10.6175, 2.2170)  -0.05
C (2.8772, -9.6945, 2.9300)  -0.23
C (1.6986, -9.0917, 2.1320)  -0.27
O (0.5593, -9.8061, 1.9662)  -0.16
C (-0.3792, -9.1818, 1.1810)  -0.13
H (3.3394, -15.3097, 4.3026)  0.09
H (2.4115, -13.8787, 4.7881)  0.08
H (3.8254, -14.3788, 5.6551)  0.08
H (5.2082, -12.2766, 5.0428)  0.11
H (3.5643, -11.7334, 4.7538)  0.10
H (5.5465, -11.7407, 2.4394)  0.10
H (5.4586, -10.2806, 3.4198)  0.10
H (3.1372, -11.4014, 1.9890)  0.10
H (3.4689, -8.8332, 3.2402)  0.11
H (2.3578, -10.0319, 3.8270)  0.11
H (2.0388, -8.7291, 1.1620)  0.12
H (1.4568, -8.1922, 2.6983)  0.12
H (0.0192, -9.0473, 0.1754)  0.09
H (-0.7674, -8.2333, 1.5523)  0.09
H (-1.2837, -9.7832, 1.0898)  0.09
O (-2.5956, -4.0411, 5.3210)  -0.05
H (-3.1078, -4.3405, 6.0722)  0.03
H (-1.8206, -4.6030, 5.3197)  0.02
O (1.0468, -5.2322, 5.6988)  -0.05
H (1.5977, -4.6605, 5.1642)  0.01
H (1.4884, -5.2660, 6.5474)  0.03
O (-3.5647, -1.4769, -2.3878)  -0.06
H (-2.9130, -1.2726, -1.7171)  0.00
H (-4.3463, -1.7264, -1.8948)  0.01
O (-6.7996, -2.2444, -0.3745)  -0.05
H (-7.7306, -2.1632, -0.1679)  0.03
H (-6.4035, -2.5797, 0.4298)  0.00
O (3.5017, -3.5691, 3.4026)  -0.04
H (3.2288, -3.1777, 2.5728)  0.01
H (4.3057, -4.0436, 3.1913)  0.01
O (6.5045, -5.4357, 2.4858)  -0.05
H (7.4150, -5.4964, 2.7748)  0.03
H (6.3883, -6.1837, 1.8999)  0.03
O (-5.6077, -3.4613, 2.7495)  -0.04
H (-6.3401, -3.6055, 3.3487)  0.03
H (-4.8455, -3.8059, 3.2147)  0.02
C (4.7517, 6.9473, -3.0280)  -0.08
C (3.5344, 6.6275, -3.8752)  -0.34
O (3.7252, 5.4285, -4.5987)  -0.08
H (5.5479, 7.3663, -3.6432)  0.07
H (5.1384, 6.0214, -2.6023)  0.07
H (4.4493, 7.6846, -2.2843)  0.07
H (3.3143, 7.4134, -4.5977)  0.10
H (2.6102, 6.6682, -3.2989)  0.11
H (2.8466, 5.1604, -4.8775)  0.06
C (9.4546, -2.1082, -0.1461)  -0.08
C (10.8917, -2.0750, -0.7142)  -0.34
O (11.8491, -1.4879, 0.1436)  -0.07
H (8.7326, -2.5517, -0.8317)  0.07
H (9.1633, -1.0699, 0.0123)  0.07
H (9.4213, -2.6674, 0.7889)  0.07
H (10.8272, -1.5819, -1.6841)  0.10
H (11.1564, -3.0962, -0.9885)  0.10
H (12.7014, -1.3379, -0.2719)  0.08

E_HOMO in eV: -8.394
E_tot in eV: -131431.7087